No. 1
Density functional theory data (the ωB97M-V functional and the def2-TZVPD basis) for one molecule with the formula C4H3N3O at a distorted geometry.

Geometry as ORCA input:
```
! wB97M-V def2-TZVPD RIJCOSX def2/J DEFGRID3
* xyz 0 1
C -0.88714 -0.01441 0.17776
C -0.52606 1.36091 -0.09872
C 1.38190 0.33325 0.25897
C 2.52243 -0.25285 0.03185
H -2.88717 -0.68167 0.01582
H -1.50248 -2.06723 -0.37342
H -1.19739 2.14430 -0.30319
N -1.86577 -1.02552 -0.10595
N 0.90628 1.46045 0.09873
N 3.62964 -0.66793 -0.16450
O 0.42575 -0.58931 0.46267
*
```

## Properties
HOMO-LUMO gap, eV: 8.98
DFT total energy, eV: -10710.9122
SMILES: N#Cc1ncc(N)o1


No. 2
Density functional theory data (the ωB97M-V functional and the def2-TZVPD basis) for C2H6O2Tb as an isolated structure at a distorted geometry.

Geometry as ORCA input:
```
! wB97M-V def2-TZVPD RIJCOSX def2/J DEFGRID3
* xyz 1 7
C 1.18491 0.58212 -1.11920
C 0.02231 -0.30690 -0.82692
O 0.17591 -1.43352 -0.23264
H 2.11127 0.20413 -0.66954
H 1.28988 0.69706 -2.21092
H 0.96862 1.58707 -0.72297
H -0.90871 -0.11407 -1.39942
H -0.59279 -1.34330 1.32148
Tb -1.27597 1.62441 1.17558
O -1.15204 -0.54071 2.06909
H -1.82340 -0.95629 2.61545
*
```

## Properties
HOMO-LUMO gap (spin up / spin down), eV: 9.63 / 4.85
DFT total energy, eV: -28690.3128
Expectation value of S²: 12.686


No. 3
Density functional theory data (the ωB97M-V functional and the def2-TZVPD basis) for a 2-piece molecular cluster, C2H7NO2S overall at a distorted geometry.

Geometry as ORCA input:
```
! wB97M-V def2-TZVPD RIJCOSX def2/J DEFGRID3
* xyz 0 1
C -0.56033 -0.72919 1.67548
C -0.21186 0.54804 1.80927
N 1.43709 0.76100 -2.26771
O -0.00013 -1.31004 -1.22392
O -0.71192 0.93620 -0.71701
S 0.13979 0.21011 -1.66619
H -0.03550 -1.22623 -0.30437
H 0.01733 -1.49514 2.12861
H -1.55869 -1.17890 1.30787
H 0.67145 0.79137 2.36949
H -0.87490 1.40666 1.61238
H 2.26555 1.13145 -1.79163
H -0.57788 0.15468 -2.93227
*
```

## Properties
HOMO-LUMO gap, eV: 10.80
DFT total energy, eV: -18604.0195
SMILES: N=[S@H](=O)O.C=C


No. 4
Density functional theory data (the ωB97M-V functional and the def2-TZVPD basis) for a 2-piece molecular cluster, C4H10O overall.

Geometry as ORCA input:
```
! wB97M-V def2-TZVPD RIJCOSX def2/J DEFGRID3
* xyz 0 1
C 1.60223 -0.89761 -0.77168
O 0.93004 -0.59692 0.32553
C -0.21841 0.01011 0.36848
C -1.07909 0.00224 -0.84554
C -0.76403 0.24816 1.73808
H 1.54448 1.20841 -0.88856
H 1.05515 -1.08080 -1.68768
H 2.55354 -1.36856 -0.57246
H 1.02227 1.58058 -0.45483
H -1.35070 -1.03418 -1.11080
H -0.56986 0.43064 -1.71866
H -1.99913 0.56480 -0.66712
H -1.28012 1.21328 1.78898
H 0.04494 0.24630 2.47337
H -1.49130 -0.52647 2.02290
*
```

## Properties
HOMO-LUMO gap (spin up / spin down), eV: 8.16 / 8.09
DFT total energy, eV: -6353.5979


No. 5
Density functional theory data (the ωB97M-V functional and the def2-TZVPD basis) for a 18-piece molecular cluster, C24H84O18 overall at a distorted geometry.

Geometry as ORCA input:
```
! wB97M-V def2-TZVPD RIJCOSX def2/J DEFGRID3
* xyz 0 1
C -2.93252 -3.15879 1.75496
O -2.30036 -2.86853 0.54921
H -2.27772 -3.73982 2.40437
H -3.35189 -2.29434 2.26970
H -3.77581 -3.83032 1.59371
H -1.43497 -2.46751 0.65822
C 0.84293 -4.71864 -0.70762
O 1.97869 -5.30965 -0.20837
H 0.07843 -4.60924 0.06158
H 1.04124 -3.71821 -1.09221
H 0.56272 -5.37302 -1.53307
H 2.49654 -4.61291 0.20149
C 3.85544 2.56800 0.02871
O 5.12552 2.54138 0.70016
H 3.22154 1.72907 0.31590
H 3.35997 3.47522 0.37447
H 3.99846 2.68157 -1.04588
H 5.58810 1.78970 0.32255
C 1.66291 5.88749 -1.45021
O 0.76854 5.93794 -2.53670
H 2.67536 6.12450 -1.77713
H 1.21296 6.42453 -0.61521
H 1.70379 4.84298 -1.14128
H 0.93724 5.16525 -3.08085
C 4.50087 -2.97848 0.22140
O 3.51514 -3.44214 1.17788
H 4.82998 -1.95453 0.39835
H 5.40411 -3.58855 0.22964
H 4.15474 -3.01242 -0.81163
H 3.92254 -3.54001 2.04162
C -5.87777 0.94823 0.67057
O -5.75178 -0.12966 1.55669
H -6.75967 0.78054 0.05231
H -5.92236 1.91918 1.16388
H -5.08014 0.98298 -0.07151
H -4.93530 -0.01594 2.04863
C 1.83905 2.60463 -3.97158
O 1.75872 3.94361 -4.04983
H 0.99013 2.07625 -4.40545
H 2.77941 2.30027 -4.43114
H 1.84633 2.29762 -2.92574
H 2.23328 4.19258 -4.84632
C -4.02062 1.15563 3.93913
O -3.44005 0.75697 2.67323
H -3.24325 1.31945 4.68542
H -4.62028 2.06509 3.90162
H -4.65762 0.32192 4.23453
H -3.09279 1.52011 2.20566
C -2.90750 -1.62745 -2.71480
O -3.58393 -2.57665 -1.91675
H -2.99769 -0.61803 -2.31352
H -1.84165 -1.84982 -2.76591
H -3.27065 -1.67454 -3.74145
H -3.10999 -2.59479 -1.08209
C -0.74251 0.02598 0.48249
O -0.10089 -1.28069 0.55688
H -0.77769 0.58520 1.41744
H -0.35571 0.67292 -0.30488
H -1.78653 -0.15598 0.22753
H 0.74500 -1.11827 0.98077
C 0.26419 -3.08567 -4.58356
O 0.42371 -1.67028 -4.52772
H 0.19910 -3.48846 -3.57281
H -0.57068 -3.35720 -5.22959
H 1.09200 -3.58487 -5.08718
H 1.12007 -1.38839 -3.93004
C 3.02056 -0.13411 -2.09307
O 2.78146 -0.85912 -3.28858
H 3.68344 -0.66641 -1.41091
H 3.47487 0.83424 -2.30284
H 2.07029 0.03371 -1.58619
H 3.33103 -0.53606 -4.00636
C 2.26567 -4.29660 3.85627
C 3.51538 -3.82346 4.62801
O 4.53244 -3.34634 3.72876
H 2.61119 -4.98050 3.08102
H 1.75539 -3.45746 3.38345
H 1.60983 -4.92485 4.45900
H 3.96236 -4.65073 5.17931
H 3.23548 -3.04703 5.33999
H 5.30491 -3.06880 4.22662
C -2.75364 1.74719 -6.46138
C -2.25095 0.55791 -5.66174
O -0.85723 0.49970 -5.73464
H -2.43538 1.67961 -7.50169
H -2.31444 2.66198 -6.06342
H -3.84286 1.78545 -6.47693
H -2.57562 -0.42610 -5.99999
H -2.54971 0.61172 -4.61486
H -0.53199 -0.34321 -5.41010
C -1.81876 3.98527 -2.93424
C -1.53822 2.56937 -2.44592
O -2.68111 2.13839 -1.75072
H -1.86378 4.64237 -2.06573
H -2.76700 4.02544 -3.47026
H -1.03329 4.37183 -3.58363
H -0.60574 2.64355 -1.88638
H -1.39481 1.84289 -3.24577
H -3.40136 1.92438 -2.34824
C -1.24943 3.23755 2.96440
C -1.31398 3.39638 1.42807
O -2.48190 2.84012 0.97518
H -1.24376 2.19602 3.28579
H -1.97647 3.86008 3.48591
H -0.25799 3.52065 3.31794
H -0.41115 2.97986 0.98142
H -1.37011 4.45593 1.17844
H -2.50697 2.68218 0.02860
C -1.25530 -0.77643 4.91800
C -0.35288 -1.98808 5.23099
O -0.69094 -2.40649 6.54344
H -2.31738 -0.98806 5.04171
H -1.14855 -0.43131 3.88961
H -1.04611 0.08091 5.55777
H 0.69511 -1.72200 5.09309
H -0.66541 -2.77394 4.54334
H -0.15596 -3.19080 6.68579
C 1.94586 0.85477 3.27143
C 3.01651 -0.17032 2.78214
O 2.39792 -0.91245 1.76100
H 1.12682 0.29138 3.71848
H 1.57490 1.50553 2.47959
H 2.35555 1.45426 4.08437
H 3.43061 -0.77630 3.58799
H 3.86939 0.31981 2.31261
H 2.88470 -1.73643 1.68545
*
```

## Properties
HOMO-LUMO gap, eV: 9.03
DFT total energy, eV: -63099.0995